This record from the OMol25 dataset describes 5 unconnected molecules or ions with the total composition C8H14Br6Cl6 at a distorted geometry. The level of theory is ωB97M-V with the def2-TZVPD basis set.

## Properties
Highest occupied orbital energy (eV): -10.19
Energy (Ha): -18518.42814
Orbital gap (eV): 10.54
Charge: 0

Cartesian coordinates (Å):
Cl  -1.68  2.67  3.34
C  -2.82  3.98  3.26
Cl  -3.03  4.59  1.63
Cl  -2.40  5.27  4.40
H  -3.82  3.64  3.53
Cl  -1.27  0.64  -2.46
C  -1.98  0.33  -0.91
Cl  -0.85  -0.55  0.08
Cl  -3.60  -0.49  -1.04
H  -2.22  1.30  -0.43
Br  -1.40  -2.81  5.36
C  -0.72  -3.37  3.61
C  -0.51  -2.15  2.78
Br  1.10  -1.10  3.25
H  -1.51  -3.96  3.23
H  0.19  -3.95  3.70
H  -1.32  -1.47  2.86
H  -0.37  -2.42  1.71
Br  0.94  3.97  -3.57
C  2.73  4.53  -3.20
C  3.66  3.33  -3.45
Br  5.53  3.92  -3.21
H  2.66  4.90  -2.23
H  2.92  5.40  -3.87
H  3.53  3.12  -4.54
H  3.36  2.49  -2.81
Br  -0.77  -2.98  -3.04
C  -0.35  -3.70  -1.34
C  1.10  -4.23  -1.41
Br  1.60  -4.90  0.35
H  -1.10  -4.42  -1.18
H  -0.50  -2.95  -0.54
H  1.90  -3.58  -1.76
H  0.98  -5.05  -2.11

Which charges does natural (NBO) predict for the atoms? In e, they are: atom 1 (Cl): 0.0414, atom 2 (C): -0.3063, atom 3 (Cl): 0.0179, atom 4 (Cl): 0.0197, atom 5 (H): 0.2282, atom 6 (Cl): 0.0507, atom 7 (C): -0.2949, atom 8 (Cl): 0.0261, atom 9 (Cl): -0.0133, atom 10 (H): 0.2385, atom 11 (Br): -0.0231, atom 12 (C): -0.4351, atom 13 (C): -0.4275, atom 14 (Br): -0.0259, atom 15 (H): 0.2276, atom 16 (H): 0.2334, atom 17 (H): 0.2262, atom 18 (H): 0.2208, atom 19 (Br): -0.0055, atom 20 (C): -0.4499, atom 21 (C): -0.4392, atom 22 (Br): -0.0155, atom 23 (H): 0.2181, atom 24 (H): 0.2295, atom 25 (H): 0.2298, atom 26 (H): 0.2331, atom 27 (Br): 0.0174, atom 28 (C): -0.4667, atom 29 (C): -0.4510, atom 30 (Br): -0.0102, atom 31 (H): 0.2224, atom 32 (H): 0.2201, atom 33 (H): 0.2386, atom 34 (H): 0.2247

This record from the OMol25 dataset describes 2 unconnected molecules or ions with the total composition CH2N3 at a distorted geometry. The level of theory is ωB97M-V with the def2-TZVPD basis set.

## Properties
Highest occupied orbital energy (eV): -19.78
Energy (Ha): -203.26689
Orbital gap (eV): 14.64
Charge: +1

Cartesian coordinates (Å):
C  0.75  -0.03  0.01
N  -2.02  -0.05  -0.01
N  -3.11  0.05  0.00
N  1.88  0.03  -0.01
H  -0.39  -0.08  0.01
H  2.89  0.08  0.00

Which charges does natural (NBO) predict for the atoms? In e, they are: atom 1 (C): 0.4872, atom 2 (N): -0.0918, atom 3 (N): 0.1972, atom 4 (N): -0.3980, atom 5 (H): 0.2946, atom 6 (H): 0.5107

This record from the OMol25 dataset describes a molecular structure, C11H14AgO4P. The level of theory is ωB97M-V with the def2-TZVPD basis set.

## Properties
Highest occupied orbital energy (eV): -8.26
Energy (Ha): -1216.87119
Orbital gap (eV): 8.80
Charge: 0

Cartesian coordinates (Å):
Ag  -2.25  0.88  -0.90
O  2.30  0.72  0.63
C  2.74  0.43  -0.64
C  4.09  0.25  -0.90
C  4.51  -0.07  -2.18
C  3.58  -0.23  -3.20
C  2.23  -0.06  -2.92
C  1.79  0.30  -1.65
C  0.33  0.53  -1.42
O  -0.48  -0.35  -1.82
O  -0.03  1.60  -0.86
H  3.06  0.82  1.20
H  4.81  0.36  -0.10
H  5.57  -0.20  -2.38
H  3.90  -0.49  -4.20
H  1.49  -0.19  -3.69
O  -5.18  0.48  -1.52
C  -4.19  1.02  -1.57
C  -2.30  1.02  2.87
P  -2.27  -0.08  1.43
C  -3.53  -1.32  1.86
C  -0.71  -0.98  1.64
H  -2.18  0.45  3.80
H  -3.24  1.57  2.91
H  -1.49  1.74  2.79
H  -3.30  -1.79  2.82
H  -3.57  -2.09  1.09
H  -4.51  -0.85  1.93
H  -0.62  -1.39  2.65
H  0.12  -0.30  1.45
H  -0.65  -1.79  0.91

Which charges does natural (NBO) predict for the atoms? In e, they are: atom 1 (Ag): 0.7760, atom 2 (O): -0.6799, atom 3 (C): 0.3988, atom 4 (C): -0.3233, atom 5 (C): -0.1853, atom 6 (C): -0.2536, atom 7 (C): -0.1434, atom 8 (C): -0.2272, atom 9 (C): 0.7541, atom 10 (O): -0.7753, atom 11 (O): -0.7616, atom 12 (H): 0.4754, atom 13 (H): 0.2023, atom 14 (H): 0.2117, atom 15 (H): 0.2135, atom 16 (H): 0.2244, atom 17 (O): -0.4475, atom 18 (C): 0.4135, atom 19 (C): -0.9395, atom 20 (P): 0.7934, atom 21 (C): -0.9426, atom 22 (C): -0.9548, atom 23 (H): 0.2241, atom 24 (H): 0.2385, atom 25 (H): 0.2516, atom 26 (H): 0.2263, atom 27 (H): 0.2451, atom 28 (H): 0.2388, atom 29 (H): 0.2198, atom 30 (H): 0.2722, atom 31 (H): 0.2547

This record from the OMol25 dataset describes a molecular structure, C24H26ClN3OPdS5Sb. The level of theory is ωB97M-V with the def2-TZVPD basis set.

## Properties
Highest occupied orbital energy (eV): -9.96
Energy (Ha): -3988.64859
Orbital gap (eV): 7.16
Charge: +1

Cartesian coordinates (Å):
Pd  0.25  1.05  0.94
C  0.85  0.68  4.21
C  1.76  -0.12  3.33
C  2.57  -1.11  3.87
C  3.46  -1.79  3.06
C  3.58  -1.40  1.73
C  2.75  -0.41  1.24
N  1.83  0.18  2.02
Sb  3.28  0.44  -0.69
C  2.75  2.45  -0.10
C  3.67  3.46  -0.29
C  3.31  4.77  0.02
C  2.05  5.01  0.51
C  1.16  3.95  0.68
C  -0.22  4.21  1.21
N  1.52  2.69  0.38
C  1.57  0.31  -1.99
C  1.85  -0.07  -3.29
C  0.88  0.11  -4.26
C  -0.32  0.69  -3.89
C  -0.54  1.02  -2.55
C  -1.83  1.64  -2.13
N  0.39  0.82  -1.62
H  0.31  0.05  4.92
H  0.13  1.25  3.62
H  1.45  1.39  4.80
H  2.49  -1.35  4.92
H  4.08  -2.58  3.46
H  4.31  -1.87  1.09
H  4.65  3.23  -0.68
H  4.02  5.58  -0.11
H  1.73  6.01  0.75
H  -0.71  5.00  0.63
H  -0.17  4.56  2.24
H  -0.85  3.32  1.17
H  2.82  -0.49  -3.54
H  1.06  -0.16  -5.29
H  -1.09  0.88  -4.62
H  -2.46  1.88  -2.98
H  -1.64  2.56  -1.56
H  -2.38  0.97  -1.47
C  -1.63  -3.10  -3.81
O  -1.23  -2.18  -2.78
H  -1.75  -2.50  -4.71
H  -2.59  -3.57  -3.56
H  -0.87  -3.86  -3.96
C  -2.73  -5.61  1.18
S  -2.20  -3.93  1.59
C  -3.19  -2.99  0.49
C  -2.75  -2.55  -0.70
S  -1.12  -2.85  -1.28
S  -3.85  -1.58  -1.64
C  -5.18  -1.61  -0.49
S  -6.60  -0.86  -0.79
S  -4.81  -2.52  0.94
H  -2.15  -6.27  1.81
H  -2.53  -5.83  0.13
H  -3.79  -5.73  1.40
Cl  -2.36  0.72  1.20
C  -0.98  -0.30  1.59
H  -1.01  -1.21  1.00
H  -0.95  -0.48  2.66

Which charges does natural (NBO) predict for the atoms? In e, they are: atom 1 (Pd): 0.7487, atom 2 (C): -0.6568, atom 3 (C): 0.2461, atom 4 (C): -0.2323, atom 5 (C): -0.1248, atom 6 (C): -0.2740, atom 7 (C): -0.0741, atom 8 (N): -0.5174, atom 9 (Sb): 1.0727, atom 10 (C): -0.0718, atom 11 (C): -0.2633, atom 12 (C): -0.1349, atom 13 (C): -0.2318, atom 14 (C): 0.2445, atom 15 (C): -0.6530, atom 16 (N): -0.5333, atom 17 (C): -0.0937, atom 18 (C): -0.2747, atom 19 (C): -0.1429, atom 20 (C): -0.2307, atom 21 (C): 0.2568, atom 22 (C): -0.6556, atom 23 (N): -0.5261, atom 24 (H): 0.2400, atom 25 (H): 0.2307, atom 26 (H): 0.2472, atom 27 (H): 0.2356, atom 28 (H): 0.2362, atom 29 (H): 0.2363, atom 30 (H): 0.2327, atom 31 (H): 0.2347, atom 32 (H): 0.2329, atom 33 (H): 0.2427, atom 34 (H): 0.2421, atom 35 (H): 0.2217, atom 36 (H): 0.2284, atom 37 (H): 0.2294, atom 38 (H): 0.2279, atom 39 (H): 0.2277, atom 40 (H): 0.2262, atom 41 (H): 0.2444, atom 42 (C): -0.2561, atom 43 (O): -0.6871, atom 44 (H): 0.2028, atom 45 (H): 0.1898, atom 46 (H): 0.1910, atom 47 (C): -0.7297, atom 48 (S): 0.2580, atom 49 (C): -0.4483, atom 50 (C): -0.4247, atom 51 (S): 0.6369, atom 52 (S): 0.4613, atom 53 (C): -0.5763, atom 54 (S): 0.0226, atom 55 (S): 0.4841, atom 56 (H): 0.2392, atom 57 (H): 0.2262, atom 58 (H): 0.2302, atom 59 (Cl): -0.0076, atom 60 (C): -0.5142, atom 61 (H): 0.2084, atom 62 (H): 0.1988

This record from the OMol25 dataset describes a single C5H8BrNO2 molecule. The level of theory is ωB97M-V with the def2-TZVPD basis set.

## Properties
Highest occupied orbital energy (eV): -8.06
Energy (Ha): -2974.54446
Orbital gap (eV): 8.79
Charge: 0

Cartesian coordinates (Å):
H  -3.14  0.53  1.08
N  -2.15  0.61  0.90
C  -1.84  0.96  -0.28
C  -0.45  1.17  -0.80
C  0.75  0.92  0.13
C  1.53  -0.34  -0.16
Br  2.99  -0.25  -1.37
C  1.15  -1.53  0.32
O  1.81  -2.67  0.09
O  0.05  -1.71  1.10
H  -2.59  1.16  -1.06
H  -0.43  2.21  -1.15
H  -0.36  0.56  -1.70
H  1.44  1.76  0.05
H  0.39  0.91  1.17
H  1.31  -3.39  0.50
H  -0.47  -0.90  1.19

Which charges does natural (NBO) predict for the atoms? In e, they are: atom 1 (H): 0.3576, atom 2 (N): -0.6796, atom 3 (C): 0.1778, atom 4 (C): -0.4779, atom 5 (C): -0.4558, atom 6 (C): -0.2721, atom 7 (Br): 0.0416, atom 8 (C): 0.5754, atom 9 (O): -0.6584, atom 10 (O): -0.7061, atom 11 (H): 0.1512, atom 12 (H): 0.2312, atom 13 (H): 0.2373, atom 14 (H): 0.2361, atom 15 (H): 0.2284, atom 16 (H): 0.4950, atom 17 (H): 0.5184

This record from the OMol25 dataset describes 2 unconnected molecules or ions with the total composition C3H13N2O at a distorted geometry. The level of theory is ωB97M-V with the def2-TZVPD basis set.

## Properties
Highest occupied orbital energy (eV): -13.09
Energy (Ha): -306.55171
Orbital gap (eV): 9.99
Charge: +1

Cartesian coordinates (Å):
C  -0.83  0.66  -1.20
N  0.02  0.77  -2.42
C  -0.97  -0.68  -0.61
N  0.32  -1.11  0.17
C  0.05  -1.26  1.69
H  -0.31  1.31  -0.45
H  -1.70  1.28  -1.32
H  0.59  1.60  -2.26
H  -0.38  0.74  -3.43
H  -1.73  -0.82  0.10
H  -1.18  -1.45  -1.51
H  1.18  -0.52  0.18
H  0.60  -2.15  -0.25
H  0.97  -1.45  2.17
H  -0.42  -0.38  2.03
H  -0.60  -2.12  1.93
H  2.02  2.32  1.32
H  0.92  1.80  2.35
O  1.46  1.47  1.50

Which charges does natural (NBO) predict for the atoms? In e, they are: atom 1 (C): -0.2873, atom 2 (N): -0.8803, atom 3 (C): -0.2041, atom 4 (N): -0.5477, atom 5 (C): -0.3983, atom 6 (H): 0.2171, atom 7 (H): 0.2343, atom 8 (H): 0.3772, atom 9 (H): 0.4016, atom 10 (H): 0.2247, atom 11 (H): 0.2427, atom 12 (H): 0.4684, atom 13 (H): 0.4572, atom 14 (H): 0.2343, atom 15 (H): 0.2213, atom 16 (H): 0.2324, atom 17 (H): 0.5037, atom 18 (H): 0.4929, atom 19 (O): -0.9901

- orbital gap of number 6 (C3H13N2O)?
  9.99 eV

- Look up the orbital gap of the third one.
  8.80 eV

- Which formula does entry 5 have?
  C5H8BrNO2

- The highest orbital gap belongs to which entry?
  CH2N3